Record 1
C5H7N in the gas phase at a distorted geometry, computed with ωB97M-V/def2-TZVPD.

- energy relative to the best compared isomer or geometry (same formula, charge and spin) (kcal per mole) = 99.6
- HOMO (eV) = -8.9
- gap between HOMO and LUMO (eV) = 10.1
- SMILES = C=NC1(C)C=C1
- net charge = 0

XYZ file:
```
13
C5H7N (ωB97M-V/def2-TZVPD)
N 0.6697 -1.0919 0.1777
C 0.0382 1.3889 0.1094
C -1.5776 -0.5534 -0.6576
C 1.8729 -0.8937 -0.1191
C -0.3278 -0.1361 0.0765
C -1.6733 -0.4947 0.6348
H -0.9142 1.9893 0.2494
H 2.5056 0.1079 -0.2881
H -1.8519 -1.0610 -1.6184
H 2.4548 -1.7280 0.0188
H -2.3802 -0.3898 1.4544
H 0.3425 1.4657 -0.9398
H 0.8414 1.3968 0.9020
```



Record 2
C5H7N in the gas phase at a distorted geometry, computed with ωB97M-V/def2-TZVPD.

- energy relative to the best compared isomer or geometry (same formula, charge and spin) (kcal per mole) = 149.8
- HOMO (eV) = -9.2
- gap between HOMO and LUMO (eV) = 9.8
- SMILES = C#CCN1CC1
- net charge = 0

XYZ file:
```
13
C5H7N (ωB97M-V/def2-TZVPD)
N 1.0960 0.6819 -0.2435
C -1.1835 0.1804 -0.3947
C -0.3315 1.3774 -0.0636
C -2.1059 -0.6168 0.0485
C 0.9413 -0.8220 -0.7143
C 1.1321 -0.4315 0.7436
H -0.0393 -1.1395 -1.1595
H 0.1844 -0.6461 1.3062
H 1.8108 -1.0441 -1.4732
H -0.4228 2.1086 -0.8202
H -0.3732 2.0515 0.8217
H 2.2296 -0.5553 1.2949
H -2.9380 -1.1444 0.6541
```



Record 3
C5H7N in the gas phase at a distorted geometry, computed with ωB97M-V/def2-TZVPD.

- energy relative to the best compared isomer or geometry (same formula, charge and spin) (kcal per mole) = 88.6
- HOMO (eV) = -9.0
- gap between HOMO and LUMO (eV) = 10.2
- SMILES = C1=C[C@@H]2N[C@@H]2C1
- net charge = 0

XYZ file:
```
13
C5H7N (ωB97M-V/def2-TZVPD)
N -0.5299 1.4214 -0.5510
C 0.8111 -0.4123 1.0744
C -0.7392 -0.3931 -0.5969
C 1.3609 0.2727 0.0619
C -0.6671 -0.6839 0.8694
C 0.3695 0.4273 -1.0510
H -1.0327 -1.6715 1.1753
H 2.2964 0.8118 0.0497
H 0.6484 0.3692 -2.1067
H -1.1920 -1.1814 -1.2360
H 1.3426 -0.7857 1.9319
H -1.3247 0.0498 1.3724
H -1.3471 1.7775 -0.9933
```



Listing M for the structures above in their given order: 81.12; 81.12; 81.12 g/mol.